# 1
2 unconnected molecules or ions with the total composition C3H9O3P at a distorted geometry. Source: the Open Molecules 2025 dataset; level of theory: ωB97M-V with the def2-TZVPD basis set.

Positions of all 16 atoms, in Å:
C1 -0.68 -1.42 -0.89
C2 2.90 -0.07 -0.34
C3 -2.36 0.65 1.53
O1 0.68 0.51 -2.46
O2 1.60 -0.57 -0.23
O3 -1.49 1.56 0.82
P1 0.39 -0.23 -1.21
H1 -0.57 -2.07 0.03
H2 -1.65 -1.09 -1.11
H3 3.11 0.55 -1.28
H4 3.77 -0.95 -0.46
H5 3.18 0.50 0.53
H6 -3.18 0.46 0.84
H7 -2.82 1.28 2.31
H8 -1.87 -0.23 1.80
H9 -1.01 1.12 0.11

Calculated values
HOMO = -9.6 eV
Energy relative to the best compared isomer or geometry (same formula, charge and spin) = 61.2 kcal per mole
Net charge = 0
LUMO = -0.71 eV
Kohn-Sham gap = 8.9 eV
Molecular weight = 124.076 g/mol
Strongest force on any atom = 4.86 eV Å⁻¹

=====

# 2
2 unconnected molecules or ions with the total composition C2H7N2O2 at a distorted geometry. Source: the Open Molecules 2025 dataset; level of theory: ωB97M-V with the def2-TZVPD basis set.

Positions of all 13 atoms, in Å:
N1 -0.45 -0.19 -2.11
C1 -1.94 0.31 -2.46
N2 -3.03 -0.70 -2.23
H1 -0.02 0.50 -1.50
H2 -0.44 -1.13 -1.71
H3 -2.09 0.41 -3.59
H4 -2.21 1.27 -1.90
H5 -3.41 -1.25 -3.00
H6 -2.99 -1.20 -1.40
O1 1.94 0.86 1.54
C2 2.26 0.46 2.73
O2 1.90 -0.61 3.27
H7 2.85 1.10 3.34

Calculated values
HOMO = -3.8 eV
Energy relative to the best compared isomer or geometry (same formula, charge and spin) = 41.1 kcal per mole
Net charge = -1
LUMO = 3.43 eV
Kohn-Sham gap = 7.2 eV
Molecular weight = 91.090 g/mol
Strongest force on any atom = 3.79 eV Å⁻¹

=====

# 3
A molecular structure, C25H28F5NiO2 at a distorted geometry. Source: the Open Molecules 2025 dataset; level of theory: ωB97M-V with the def2-TZVPD basis set.

Positions of all 61 atoms, in Å:
O1 0.17 -0.23 -4.52
C1 0.03 1.08 -5.20
C2 -0.12 0.48 -6.59
H1 0.94 1.71 -5.08
H2 -0.88 1.62 -4.88
C3 0.05 -0.85 -5.84
H3 0.68 0.73 -7.28
H4 -1.11 0.59 -7.02
C4 1.27 -1.61 -6.29
H5 2.19 -1.01 -6.23
H6 1.11 -1.94 -7.33
H7 1.40 -2.51 -5.68
C5 -1.20 -1.69 -5.98
H8 -2.09 -1.13 -5.71
H9 -1.13 -2.59 -5.36
H10 -1.27 -2.00 -7.03
Ni1 -0.32 -0.88 3.37
C6 -2.23 -0.97 3.70
C7 -1.72 0.40 3.83
C8 -1.73 0.98 2.52
H11 -1.66 0.91 4.78
C9 -2.28 0.04 1.62
C10 -2.58 -1.15 2.32
H12 -3.08 -2.04 1.92
H13 -2.53 -1.57 4.56
H14 -1.51 2.03 2.31
H15 -2.53 0.25 0.58
C11 0.80 -2.41 4.13
C12 -0.19 -2.95 3.25
C13 0.08 -2.48 1.93
H16 -0.96 -3.67 3.53
C14 1.15 -1.55 2.00
C15 1.59 -1.48 3.36
H17 2.46 -0.94 3.72
H18 0.95 -2.65 5.17
H19 -0.37 -2.83 1.01
H20 1.62 -1.07 1.15
O2 1.18 0.18 -1.28
C16 -0.06 -0.55 -1.54
C17 -1.16 0.48 -1.93
H21 -0.39 -1.09 -0.62
H22 0.12 -1.31 -2.33
C18 -0.36 1.78 -2.11
H23 -1.87 0.59 -1.10
H24 -1.74 0.20 -2.82
C19 0.79 1.58 -1.10
H25 -0.96 2.69 -2.01
H26 0.08 1.76 -3.12
H27 0.41 1.75 -0.06
H28 1.66 2.21 -1.26
F1 0.08 0.23 6.72
C20 0.73 1.05 5.86
C21 0.71 0.80 4.50
C22 1.43 1.66 3.71
F2 1.46 1.49 2.35
C23 2.16 2.75 4.21
F3 2.88 3.52 3.37
C24 2.15 3.01 5.58
F4 2.84 4.05 6.08
C25 1.43 2.15 6.41
F5 1.42 2.38 7.73

Calculated values
HOMO (spin up / spin down) = -3.0 / -3.2 eV
Energy relative to the best compared isomer or geometry (same formula, charge and spin) = 0.0 kcal per mole
Net charge = -1
LUMO (spin up / spin down) = 2.17 / 2.17 eV
Kohn-Sham gap (spin up / spin down) = 5.2 / 5.4 eV
Molecular weight = 514.180 g/mol
Strongest force on any atom = 3.50 eV Å⁻¹
Spin multiplicity = 3